{"formula": "C43H68CsN4O3P2Si", "method": "ωB97M-V/def2-TZVPD", "elements": ["Cs", "C", "Si", "C", "C", "C", "C", "C", "C", "P", "C", "C", "C", "C", "C", "C", "C", "C", "C", "C", "C", "C", "C", "C", "C", "C", "C", "C", "P", "C", "C", "C", "C", "C", "C", "C", "C", "C", "C", "C", "C", "H", "H", "H", "H", "H", "H", "H", "H", "H", "H", "H", "H", "H", "H", "H", "H", "H", "H", "H", "H", "H", "H", "H", "H", "H", "H", "H", "H", "H", "H", "H", "H", "H", "H", "H", "H", "H", "H", "H", "H", "H", "H", "H", "H", "H", "H", "H", "H", "H", "H", "H", "H", "H", "H", "H", "O", "H", "H", "C", "C", "O", "H", "H", "H", "H", "H", "H", "N", "C", "N", "C", "N", "C", "C", "N", "O", "H", "H", "H", "H", "H"], "coordinates": [[14.572, 14.106, 10.726], [14.053, 14.188, 16.046], [13.791, 13.117, 14.398], [14.557, 11.355, 15.001], [14.971, 11.195, 16.327], [15.341, 9.963, 16.849], [15.413, 8.824, 15.986], [15.141, 8.993, 14.624], [14.646, 10.238, 14.173], [14.322, 10.547, 12.410], [14.060, 8.763, 11.821], [12.859, 8.078, 12.469], [11.519, 8.520, 11.882], [11.553, 8.402, 10.372], [12.715, 9.183, 9.754], [14.066, 8.688, 10.319], [16.070, 10.772, 11.714], [16.680, 12.049, 12.416], [17.609, 11.839, 13.627], [18.674, 10.761, 13.332], [17.959, 9.463, 12.900], [17.109, 9.673, 11.647], [11.952, 12.275, 14.491], [11.652, 11.444, 15.609], [10.536, 10.632, 15.628], [9.621, 10.654, 14.584], [9.885, 11.457, 13.490], [11.014, 12.299, 13.443], [11.091, 13.641, 12.179], [10.176, 14.951, 13.115], [10.859, 15.347, 14.458], [10.045, 14.739, 15.641], [8.591, 15.207, 15.800], [7.985, 15.481, 14.402], [8.703, 14.561, 13.438], [9.877, 13.109, 10.981], [10.457, 11.921, 10.192], [9.330, 11.161, 9.500], [8.153, 12.086, 9.176], [8.568, 13.502, 8.811], [9.503, 14.154, 9.912], [13.446, 13.983, 16.897], [13.858, 15.220, 15.768], [15.123, 14.183, 16.284], [14.989, 12.025, 17.034], [15.628, 9.873, 17.895], [15.797, 7.863, 16.348], [15.316, 8.192, 13.943], [14.967, 8.238, 12.205], [12.821, 8.170, 13.587], [12.936, 7.018, 12.290], [11.326, 9.552, 12.154], [10.772, 7.841, 12.272], [10.537, 8.696, 10.033], [11.644, 7.348, 10.154], [12.600, 10.258, 9.959], [12.671, 9.014, 8.660], [14.902, 9.262, 9.862], [14.202, 7.638, 10.028], [15.862, 11.006, 10.708], [15.876, 12.718, 12.805], [17.245, 12.631, 11.650], [17.046, 11.520, 14.466], [18.028, 12.809, 13.803], [19.359, 10.603, 14.220], [19.322, 11.081, 12.494], [17.378, 9.059, 13.768], [18.718, 8.686, 12.725], [16.665, 8.752, 11.282], [17.804, 9.917, 10.878], [12.323, 11.440, 16.429], [10.351, 9.938, 16.477], [8.801, 9.964, 14.604], [9.186, 11.472, 12.621], [10.146, 15.762, 12.458], [10.963, 16.416, 14.559], [11.925, 14.989, 14.519], [10.607, 14.926, 16.567], [10.166, 13.651, 15.524], [8.541, 16.109, 16.454], [8.037, 14.390, 16.269], [8.356, 16.510, 14.223], [6.904, 15.353, 14.372], [8.115, 14.469, 12.516], [8.697, 13.510, 13.771], [8.904, 12.938, 11.449], [11.059, 11.288, 10.826], [11.206, 12.281, 9.487], [9.011, 10.373, 10.210], [9.786, 10.658, 8.658], [7.416, 12.189, 9.988], [7.636, 11.691, 8.325], [7.733, 14.187, 8.721], [9.025, 13.429, 7.801], [8.990, 15.000, 10.363], [10.457, 14.513, 9.438], [17.596, 14.950, 9.676], [17.242, 15.843, 9.590], [18.188, 15.109, 10.497], [17.541, 16.017, 14.775], [16.446, 16.025, 13.704], [16.920, 15.592, 12.399], [17.151, 16.533, 15.682], [18.341, 16.607, 14.327], [17.863, 15.004, 15.002], [16.170, 17.056, 13.584], [15.599, 15.451, 14.014], [16.764, 16.297, 11.744], [15.898, 17.487, 10.572], [14.887, 18.062, 10.507], [13.679, 18.585, 10.423], [13.570, 19.598, 9.538], [13.494, 20.481, 8.802], [12.068, 16.246, 6.648], [13.019, 16.031, 7.804], [14.131, 16.811, 7.859], [12.903, 15.095, 8.555], [12.203, 15.381, 5.978], [12.094, 17.250, 6.182], [11.120, 16.189, 7.139], [13.992, 17.744, 7.481], [14.696, 16.781, 8.734]], "atomic_forces_ev_per_a": [[0.0, -0.1, 0.4], [0.3, -0.1, -1.4], [-0.2, -0.6, 0.2], [-0.3, 0.8, 0.3], [0.1, -0.5, 0.8], [0.2, -1.1, -1.1], [0.3, 0.9, 0.1], [-0.5, 1.2, 1.6], [0.6, -0.5, -0.2], [0.2, -0.9, -0.7], [1.2, 0.3, 1.5], [-0.5, 0.4, 0.7], [1.0, -0.1, 0.0], [-0.8, 0.4, 0.3], [-0.2, -0.4, -0.5], [-0.5, 0.1, -0.9], [0.2, 0.9, 2.1], [-0.2, 0.4, -0.4], [0.5, -1.0, -1.7], [0.2, 0.1, 0.2], [0.2, -0.5, 1.2], [-0.1, -0.6, 0.8], [0.4, 0.0, 0.6], [-0.4, 0.4, -1.6], [-0.3, -0.5, 1.1], [0.7, -0.2, -0.4], [-0.5, 0.3, -0.7], [-0.4, -0.1, 0.2], [1.4, 0.3, 0.8], [-0.9, -1.1, 1.7], [0.3, -0.8, 0.2], [1.5, -0.1, 0.3], [0.0, -0.1, 0.0], [1.8, 0.4, 0.9], [-0.3, -0.9, -1.4], [-0.7, 0.3, -1.3], [-0.3, 0.2, 0.6], [0.2, -0.1, 1.3], [-0.4, 0.3, 0.1], [1.3, 0.4, 0.1], [1.1, -0.1, -1.0], [-0.4, -0.4, 0.9], [-0.2, 0.3, -0.1], [-0.1, -0.2, 0.2], [-0.1, 0.0, -0.3], [-0.1, 0.0, -0.1], [-0.2, 0.4, 0.0], [-0.1, -0.5, -0.2], [-0.6, 0.2, -0.5], [0.3, 0.2, -0.9], [0.2, -0.7, -0.2], [-0.3, 0.2, 0.3], [-0.5, 0.2, 0.3], [0.7, 0.1, -0.4], [0.2, -0.5, -0.4], [0.1, -0.3, -0.1], [0.2, 0.3, 0.4], [-0.5, -0.4, 0.3], [0.0, 0.0, -0.1], [-0.3, 0.7, -1.4], [0.4, -0.4, -0.5], [-0.2, -0.3, 0.4], [-0.5, -0.2, 0.9], [0.5, 0.5, 0.4], [-0.8, 0.0, -0.9], [-0.2, 0.0, 0.3], [0.3, 0.5, -0.7], [-0.1, 0.1, -0.2], [-0.1, -0.3, 0.2], [0.7, 0.5, -0.9], [0.6, -0.1, 0.7], [0.2, 0.7, -0.5], [-0.4, -0.1, -0.1], [0.5, -0.2, 1.0], [0.1, 1.6, -1.0], [-0.3, 0.6, -0.1], [-1.1, 0.1, -0.1], [-0.1, 0.2, -0.1], [-0.6, 0.3, 0.0], [-0.1, -0.6, -0.4], [0.0, 0.1, 0.2], [-1.0, -0.2, -0.5], [0.0, 0.4, 0.0], [0.2, 0.4, -0.1], [-0.1, 0.4, 0.4], [0.3, -0.8, 0.1], [-0.2, -0.5, 0.4], [-0.1, 0.5, -0.3], [-0.1, 0.2, -0.4], [-0.4, -0.2, -0.6], [0.3, -0.6, 0.0], [-0.6, -0.4, -0.4], [-0.5, -0.2, -0.2], [0.2, 0.4, 0.6], [0.0, 0.1, 0.0], [-0.9, -0.1, 0.4], [1.6, 0.6, 1.9], [-0.3, 0.2, -0.3], [-1.4, -0.8, -1.8], [-0.6, 0.3, -0.5], [1.0, 0.5, -0.6], [0.1, -0.4, 0.8], [0.3, -0.5, -0.5], [0.4, -0.1, 0.4], [0.1, 0.0, 0.1], [-0.6, 0.6, 0.0], [-0.6, -0.5, 0.0], [-0.2, 0.1, 0.4], [0.5, -0.4, 0.0], [-1.6, 0.7, -0.1], [0.9, 0.5, -0.5], [0.6, -1.4, 1.5], [-0.4, 0.6, -0.8], [0.2, 0.4, 0.4], [1.4, 0.5, -0.9], [0.1, 0.9, 0.4], [-0.8, -1.2, 0.7], [-0.2, 0.6, 0.0], [0.4, -0.8, 0.0], [-1.0, -0.3, 0.0], [0.4, -0.2, 0.1], [-0.7, 0.0, -1.1]], "energy_ha": -3116.4468, "total_charge": -1, "de_lowest_ev": 0.255, "largest_force_ev_per_a": 2.58}